(1)
{"formula": "C20H38BClFN2O4", "method": "ωB97M-V/def2-TZVPD", "homo_ev": -11.8, "lumo_ev": -3.123, "total_charge": 1, "elements": ["C", "C", "B", "O", "C", "N", "C", "C", "C", "C", "N", "C", "C", "C", "C", "O", "C", "Cl", "C", "C", "F", "C", "C", "H", "H", "H", "H", "H", "H", "H", "H", "H", "H", "H", "H", "H", "H", "H", "H", "H", "H", "H", "H", "H", "H", "H", "H", "H", "H", "H", "H", "H", "H", "H", "H", "O", "C", "O", "C", "C", "C", "H", "H", "H", "H", "H", "H"], "positions_angstrom": [[4.51085, 2.05374, 0.90569], [2.88359, 1.85693, 0.88037], [2.23315, 1.52228, 2.38987], [2.98927, 1.85031, 3.62282], [0.72921, 0.86476, 2.41351], [-0.18920, 1.64077, 3.38128], [-1.58957, 1.52410, 2.74346], [-2.01322, -0.07114, 2.47137], [-2.53269, -0.34685, 0.94238], [-1.46605, -1.11568, -0.03456], [-1.99712, -1.01988, -1.44685], [-1.74954, -2.26488, -2.26428], [-0.26819, -2.94181, -2.08684], [-1.39046, 0.22429, -2.05391], [0.11527, 0.38109, -2.68169], [-2.16303, 1.34282, -2.03413], [-0.87806, -1.13715, 3.01773], [-1.19103, -1.32197, 4.84854], [0.66574, -0.75762, 2.62138], [1.81967, -1.39293, 3.59385], [1.96400, -0.71495, 4.91605], [1.63126, -3.03270, 3.86908], [1.87536, -3.43777, 5.44942], [4.80398, 2.59316, -0.11815], [4.89666, 2.70318, 1.80822], [4.99256, 0.98272, 0.84216], [2.49706, 1.08490, 0.06842], [2.41094, 2.90049, 0.57186], [3.78244, 1.24476, 3.72417], [0.26006, 1.07848, 1.33621], [-0.15394, 1.27469, 4.35754], [0.12817, 2.64311, 3.38206], [-1.62762, 2.11003, 1.71743], [-2.35405, 1.98714, 3.53088], [-2.96371, -0.23854, 3.17490], [-2.79704, 0.72012, 0.48299], [-3.52025, -0.97672, 1.00096], [-0.46685, -0.47133, -0.01279], [-1.33549, -2.20208, 0.37882], [-2.65059, -3.01893, -2.10110], [-1.83207, -1.93557, -3.40863], [0.55442, -2.21351, -1.68017], [-0.39236, -3.80425, -1.27109], [0.06939, -3.46371, -3.10527], [0.92455, -0.03498, -1.90913], [0.43973, 1.47725, -2.93517], [0.22669, -0.27900, -3.66388], [-1.12397, -2.20669, 2.54749], [0.85278, -1.23488, 1.54256], [2.89807, -1.31832, 3.08616], [0.61096, -3.44840, 3.47613], [2.47475, -3.60812, 3.25036], [2.02425, -4.61188, 5.58630], [2.85188, -2.91566, 5.88826], [0.90253, -3.17501, 6.07621], [-2.05757, -0.33572, -5.03288], [-1.84249, 0.72228, -5.60083], [-1.09150, 0.84890, -6.73405], [-0.96045, 2.23253, -7.05680], [-2.11912, 2.91156, -6.37465], [-2.31681, 2.06753, -5.14098], [0.00664, 2.58773, -6.68568], [-0.99298, 2.36261, -8.14246], [-1.93267, 3.96670, -6.15769], [-3.01159, 2.84909, -7.00915], [-1.68766, 2.40432, -4.31239], [-3.36693, 2.03426, -4.84172]]}

(2)
{"formula": "C20H38Br4Cl3CoGeN4O7P3S2", "method": "ωB97M-V/def2-TZVPD", "homo_ev": -4.7, "lumo_ev": 2.048, "total_charge": -1, "e_above_lowest_kj_mol": 0.0, "elements": ["Co", "Br", "C", "C", "Br", "C", "Br", "C", "O", "C", "O", "C", "Br", "C", "N", "C", "P", "O", "O", "P", "O", "N", "C", "C", "N", "C", "C", "N", "C", "C", "H", "H", "H", "H", "H", "H", "H", "H", "H", "H", "H", "H", "H", "H", "H", "H", "H", "H", "H", "H", "H", "H", "H", "H", "Cl", "Ge", "Cl", "Cl", "C", "C", "C", "O", "P", "S", "S", "O", "C", "C", "C", "H", "H", "H", "H", "H", "H", "H", "H", "H", "H", "H", "H", "H", "H"], "positions_angstrom": [[-0.85093, -0.10136, 0.58212], [4.95831, 0.69629, 3.99622], [3.13921, 0.44257, 3.53467], [2.19863, 0.14721, 4.50665], [2.69791, -0.00779, 6.32390], [0.86106, -0.06022, 4.13908], [-0.48007, -0.52792, 5.37406], [0.46677, 0.02790, 2.81021], [-0.76050, -0.22806, 2.41014], [1.41502, 0.39305, 1.81336], [0.96147, 0.53950, 0.58846], [2.73721, 0.56030, 2.19367], [3.98069, 0.93212, 0.81157], [2.05422, 2.28869, -1.76099], [1.17512, 1.31141, -2.40135], [1.79468, -0.01445, -2.53377], [-0.43784, 1.29150, -2.19059], [-1.03752, 0.23428, -1.34420], [-0.71111, 2.75515, -1.56096], [-1.24493, 3.11079, -0.06731], [-1.38680, 1.91982, 0.79174], [-2.55608, 4.02999, -0.43929], [-3.44081, 4.28583, 0.70368], [-3.26610, 3.95469, -1.71336], [-0.19417, 4.15445, 0.62702], [0.16051, 5.40901, -0.00962], [0.78204, 3.68468, 1.61084], [-1.12576, 1.20628, -3.66825], [-0.69591, 2.08036, -4.74403], [-2.46388, 0.64263, -3.84541], [2.27174, 1.99748, -0.73021], [1.60543, 3.27834, -1.78025], [2.98626, 2.32602, -2.32860], [2.08158, -0.39457, -1.54994], [2.67264, 0.06644, -3.17741], [1.09383, -0.71688, -2.98397], [-2.84703, 4.48166, 1.59626], [-4.09886, 3.43464, 0.89347], [-4.03939, 5.17220, 0.48741], [-2.55845, 3.89924, -2.53706], [-3.84455, 4.87450, -1.82496], [-3.94401, 3.10119, -1.76119], [-0.62538, 5.72209, -0.69449], [1.10329, 5.32329, -0.56236], [0.28556, 6.18273, 0.75156], [0.42088, 2.78367, 2.09432], [0.91898, 4.46453, 2.36331], [1.74926, 3.46747, 1.14672], [0.27652, 2.51339, -4.51688], [-1.41607, 2.89111, -4.90234], [-0.61089, 1.51364, -5.67446], [-2.68342, -0.07686, -3.06327], [-2.49997, 0.13668, -4.81296], [-3.22865, 1.42501, -3.83056], [-4.44846, -1.04861, 2.20183], [-3.10681, -0.78015, 0.51885], [-4.27092, 0.89288, -0.46684], [-3.64877, -2.34972, -0.91489], [0.20427, -6.79883, -0.36331], [-0.40633, -5.55510, -0.98810], [0.59949, -4.75762, -1.79751], [-1.10363, -4.78282, 0.00100], [-0.58564, -3.70797, 1.06707], [-1.90206, -3.43334, 2.42543], [0.06133, -2.03776, 0.06480], [0.78332, -4.43537, 1.49413], [1.84494, -3.97360, 2.37171], [2.91422, -3.24607, 1.57661], [1.34669, -3.15830, 3.54739], [0.53590, -7.47731, -1.15320], [-0.53564, -7.31295, 0.25024], [1.05564, -6.54216, 0.26452], [-1.21447, -5.86697, -1.65506], [1.45176, -4.45676, -1.18566], [0.14320, -3.86043, -2.21186], [0.96548, -5.38432, -2.61486], [2.26280, -4.91522, 2.73984], [2.54629, -2.29038, 1.20530], [3.24347, -3.84970, 0.72886], [3.77397, -3.05780, 2.22404], [0.89698, -2.22174, 3.21439], [2.19512, -2.91766, 4.19280], [0.59811, -3.69991, 4.12210]]}

(3)
{"formula": "C20H38Cl3N2O4SiTi", "method": "ωB97M-V/def2-TZVPD", "multiplicity": 2, "homo_ev": [-6.6, -8.1], "lumo_ev": [0.522, 0.520], "e_above_lowest_kj_mol": 0.0, "elements": ["C", "C", "H", "H", "H", "C", "C", "H", "H", "H", "H", "Ti", "Cl", "Cl", "H", "H", "C", "C", "N", "H", "C", "O", "H", "H", "H", "H", "H", "H", "C", "C", "N", "H", "C", "O", "H", "H", "H", "H", "O", "C", "C", "C", "H", "C", "H", "C", "H", "C", "C", "H", "H", "H", "Si", "Cl", "C", "C", "C", "H", "H", "H", "H", "H", "H", "H", "H", "H", "O", "H", "H"], "positions_angstrom": [[-0.43685, 4.80002, 1.73010], [0.06125, 3.60227, 2.47370], [-0.48038, 5.67908, 2.38616], [-1.45100, 4.63028, 1.33972], [0.21817, 5.03347, 0.88274], [-0.15088, 3.45374, 3.79390], [-0.98542, 4.38746, 4.60221], [0.36191, 2.67443, 4.36196], [-1.95170, 4.61462, 4.12510], [-0.47796, 5.34629, 4.79629], [-1.19419, 3.93198, 5.57700], [-0.56376, 0.80719, -0.73757], [1.18539, 1.79160, -1.90498], [-2.59758, 0.38625, -1.91245], [-0.59139, -3.91469, -3.90053], [-0.14163, -2.59567, -5.94854], [-1.09542, -3.05697, -3.44246], [-0.63097, -1.72782, -5.48845], [-0.57693, -1.82979, -4.03819], [-0.92343, -3.04741, -2.36380], [-0.10744, -0.83230, -3.29189], [-0.09972, -0.87056, -2.02674], [-0.11613, -0.81150, -5.80043], [0.28247, 0.04920, -3.82024], [-2.16894, -3.15068, -3.64648], [-1.67075, -1.69409, -5.84432], [-2.58994, 2.42986, 2.08294], [-2.03184, 0.92304, 4.63199], [-3.13835, 1.47896, 1.99162], [-2.57824, 0.17563, 4.03372], [-2.37257, 0.39190, 2.61249], [-3.32695, 1.26340, 0.93491], [-1.65914, -0.47426, 1.87639], [-1.59425, -0.40467, 0.62648], [-2.22181, -0.82397, 4.30688], [-1.12326, -1.26422, 2.43218], [-4.08337, 1.56663, 2.53856], [-3.64935, 0.26134, 4.26197], [-0.16933, 1.83281, 0.88992], [0.77875, 2.55808, 1.63859], [0.92997, 0.63942, 3.24092], [1.59893, 1.54367, 2.42415], [-0.15549, 0.75928, 3.35742], [1.64082, -0.35116, 3.92030], [1.43109, 3.09220, 0.93107], [2.98661, 1.47072, 2.26225], [1.08945, -1.02920, 4.57734], [3.02482, -0.43946, 3.75026], [3.69903, 0.47392, 2.93282], [3.46444, 2.22364, 1.62917], [3.57493, -1.21914, 4.27892], [4.78279, 0.42777, 2.81608], [-2.56541, 3.20150, -2.80102], [-1.57466, 3.00702, -0.84518], [-4.35399, 2.67877, -2.67479], [-1.55397, 2.43722, -4.15827], [-2.51597, 5.07887, -2.90023], [-4.66447, 2.56040, -1.63241], [-4.56988, 1.74680, -3.21033], [-4.96394, 3.47067, -3.13036], [-3.28651, 5.50309, -2.24341], [-2.70863, 5.44723, -3.91710], [-1.54243, 5.46832, -2.57751], [-0.62958, 1.97576, -3.79262], [-1.26846, 3.24113, -4.85162], [-2.14028, 1.69145, -4.71307], [1.05342, -0.54283, 0.12831], [1.65357, -0.09629, 0.75606], [1.59194, -0.77743, -0.64884]]}